Entry 1:
{"formula": "C7H12", "method": "ωB97M-V with the def2-TZVPD basis set", "gap_ev": 11.0, "relative_energy_kcal_mol": 82.70, "multiplicity": 1, "e_lumo_ha": 0.0406, "smiles": "C1CCCC1.C#C", "e_tot_ha": -273.77676, "fmax_ev_per_a": 4.40, "elements": ["C", "C", "C", "C", "C", "C", "C", "H", "H", "H", "H", "H", "H", "H", "H", "H", "H", "H", "H"], "coordinates": [[-1.4126, 0.3441, -0.9282], [-1.5804, -1.0151, -0.2700], [-0.5114, -0.9772, 0.7975], [0.1517, 0.4388, 0.7065], [-0.9269, 1.2975, 0.0856], [3.0322, 0.4346, -0.0282], [3.0710, -0.6192, -0.5839], [-0.7711, 0.3261, -1.8031], [-2.3200, 0.6257, -1.5555], [-1.5200, -1.8638, -0.8543], [-2.6597, -0.8646, 0.1440], [0.3773, -1.6997, 0.7107], [-0.9914, -1.1128, 1.8440], [1.1097, 0.3655, 0.1808], [0.5794, 0.6647, 1.7146], [-0.4972, 2.2081, -0.5056], [-1.6332, 1.6574, 0.8515], [3.3688, 1.3217, 0.4947], [3.1340, -1.5317, -1.0013]], "atomic_forces_ev_per_a": [[-2.397, -0.386, -3.664], [-2.019, 2.587, 1.774], [1.344, -0.396, 2.458], [0.828, -0.847, 1.928], [1.751, 2.483, -0.522], [1.760, 0.795, 0.421], [0.133, 1.834, 0.917], [1.168, -0.210, 0.242], [0.321, -0.011, 1.397], [-0.137, -1.554, -1.539], [1.813, -1.131, -0.164], [-1.673, 0.445, -0.013], [0.982, 0.050, -1.583], [-1.326, 0.172, -0.614], [-0.905, 0.479, -0.368], [-0.724, -1.253, 1.406], [-0.051, -0.246, -0.491], [-0.789, -0.343, -0.317], [-0.078, -2.467, -1.267]]}


Entry 2:
{"formula": "C3H12N4O", "method": "ωB97M-V with the def2-TZVPD basis set", "gap_ev": 7.6, "relative_energy_kcal_mol": 91.40, "multiplicity": 1, "e_lumo_ha": 0.0257, "e_tot_ha": -415.65123, "fmax_ev_per_a": 1.76, "elements": ["C", "C", "C", "N", "N", "O", "H", "H", "H", "H", "H", "H", "H", "H", "N", "N", "H", "H", "H", "H"], "coordinates": [[-0.8891, -1.0528, 0.6109], [-1.2142, 0.0620, 1.5689], [-0.8008, -0.2113, -1.3872], [-1.8352, 0.5546, -1.8398], [0.3028, -1.6427, 0.7574], [-0.1105, -0.8588, -2.1799], [-1.7410, -1.6676, 0.3167], [-2.0367, 0.5790, -2.8343], [-2.2283, 1.2623, -1.2442], [0.3671, -2.4745, 0.1771], [1.2296, -0.7324, 0.4037], [-0.3572, 0.7202, 1.7121], [-2.0717, 0.6419, 1.2346], [-1.4621, -0.3718, 2.5439], [1.7754, 0.2595, -0.1850], [2.2233, 1.3313, 0.6467], [2.5608, 2.1031, 0.0768], [2.4094, -0.0511, -0.9225], [0.9005, 0.5571, -0.6909], [2.9780, 0.9919, 1.2350]], "atomic_forces_ev_per_a": [[0.150, 0.767, -1.109], [-0.023, -0.050, -0.065], [-0.389, -0.907, 0.581], [0.035, 0.018, -0.143], [1.087, 0.433, -0.341], [-0.258, 0.439, 0.565], [0.066, 0.047, 0.000], [0.087, 0.156, 0.103], [-0.106, -0.166, -0.043], [0.044, 0.078, 0.097], [-1.102, -1.214, 0.649], [-0.003, 0.012, -0.035], [-0.039, 0.070, -0.029], [0.019, 0.001, -0.059], [-0.587, 0.713, -0.899], [0.097, -0.120, -0.155], [0.054, -0.164, 0.107], [0.152, 0.119, 0.219], [0.832, -0.288, 0.673], [-0.115, 0.055, -0.116]]}


Entry 3:
{"formula": "C7H10", "method": "ωB97M-V with the def2-TZVPD basis set", "gap_ev": [6.6, 6.6], "relative_energy_kcal_mol": 66.59, "multiplicity": 3, "e_lumo_ha": [0.0395, -0.0805], "e_tot_ha": -272.40405, "fmax_ev_per_a": 10.27, "elements": ["C", "C", "C", "C", "C", "C", "C", "H", "H", "H", "H", "H", "H", "H", "H", "H", "H"], "coordinates": [[-0.7125, 1.5751, 1.9366], [-0.8098, 0.1306, 2.2515], [0.2456, 0.0995, -0.2312], [0.6064, -1.3803, -0.4773], [-0.4423, 0.4420, 1.0424], [-0.6611, 0.5780, -1.5145], [1.6261, -1.8060, -1.2309], [0.0704, 2.3182, 2.3653], [-1.1592, -0.6639, 2.9416], [1.0488, 0.7727, -0.1153], [-0.2314, -2.0104, -0.2699], [-0.6792, 1.6592, -1.3738], [-1.4995, -0.1225, -1.6461], [0.0781, 0.1831, -2.2376], [-1.6003, 2.2287, 1.8100], [1.7272, -2.8481, -1.6113], [2.3926, -1.1558, -1.6398]], "atomic_forces_ev_per_a": [[0.042, 3.215, 0.960], [-0.690, -1.038, -0.088], [-2.266, -1.535, -0.465], [-6.987, 4.510, 6.032], [0.449, -1.499, 0.493], [3.047, -1.971, 1.271], [7.221, -3.505, -5.719], [-0.534, -1.720, -0.525], [0.601, 0.920, -0.512], [1.658, 0.577, -0.815], [-0.356, -0.468, 0.044], [-0.853, -0.199, -0.838], [-0.285, 1.129, 0.464], [-0.579, 1.199, -0.721], [0.027, -0.703, -0.200], [-0.305, 0.948, 0.499], [-0.190, 0.140, 0.120]]}